Density functional theory data (ωB97M-V with the def2-TZVPD basis set) for C20H43N2O14S7 as an isolated structure at a distorted geometry.

CARTESIAN COORDINATES (ANGSTROEM)
1 N 0.9020 0.6855 2.8447
2 S 1.3362 0.4468 1.2394
3 O 2.5501 -0.3516 1.2934
4 O 0.2350 -0.2750 0.6438
5 N 1.4948 1.7880 0.4440
6 S 1.7041 3.2248 1.1198
7 O 2.9474 3.7867 0.6641
8 O 0.4861 3.9442 0.8663
9 H 1.7631 0.8925 3.3531
10 H 0.2795 1.4838 2.9422
11 H 1.8498 3.1284 2.4671
12 C 7.1420 0.7750 3.6753
13 C 6.9653 0.1363 2.2904
14 C 5.4890 0.2862 1.8985
15 S 4.8934 1.7629 2.7298
16 O 3.9001 1.3843 3.7135
17 O 4.6311 2.7968 1.7741
18 C 6.4231 2.1167 3.6074
19 H 8.1938 0.8971 3.9360
20 H 6.6773 0.1417 4.4348
21 H 7.5965 0.6579 1.5664
22 H 7.2646 -0.9117 2.2902
23 H 5.3506 0.4162 0.8297
24 H 4.8884 -0.5501 2.2444
25 H 6.1936 2.5388 4.5832
26 H 6.9816 2.8356 3.0084
27 C 0.1417 -3.1614 -4.5042
28 C 1.4399 -2.3625 -4.6910
29 C 1.2943 -1.0567 -3.8997
30 S 0.1664 -1.4132 -2.5355
31 O -1.0414 -0.6476 -2.7377
32 O 0.8845 -1.3914 -1.3013
33 C -0.1671 -3.1136 -3.0121
34 H 0.2426 -4.1874 -4.8586
35 H -0.6670 -2.6880 -5.0667
36 H 2.2809 -2.9390 -4.2996
37 H 1.6423 -2.1627 -5.7436
38 H 2.2390 -0.7145 -3.4856
39 H 0.8484 -0.2685 -4.5043
40 H -1.1989 -3.3609 -2.7737
41 H 0.5131 -3.7490 -2.4456
42 C -3.8055 1.3400 -1.3872
43 C -4.1210 0.5813 -0.0948
44 C -3.1878 1.1266 0.9903
45 S -2.8162 2.8288 0.5348
46 O -1.4254 2.9223 0.2185
47 O -3.4510 3.7237 1.4783
48 C -3.7406 2.8201 -1.0013
49 H -4.5531 1.1638 -2.1517
50 H -2.8409 1.0087 -1.7747
51 H -5.1638 0.7539 0.1866
52 H -3.9885 -0.4929 -0.2189
53 H -3.6504 1.1193 1.9749
54 H -2.2417 0.5827 1.0174
55 H -3.2251 3.4411 -1.7307
56 H -4.7351 3.2223 -0.8025
57 C -2.0178 0.7182 -6.7691
58 C -3.4127 1.3446 -6.9041
59 C -4.4228 0.3452 -6.3252
60 S -3.5280 -0.6058 -5.0835
61 O -3.4494 -1.9771 -5.5228
62 O -4.0084 -0.2606 -3.7728
63 C -1.9395 0.1732 -5.3465
64 H -1.2282 1.4436 -6.9603
65 H -1.9087 -0.0978 -7.4876
66 H -3.4482 2.2757 -6.3353
67 H -3.6501 1.5849 -7.9400
68 H -5.2653 0.8405 -5.8491
69 H -4.7816 -0.3520 -7.0801
70 H -1.1507 -0.5603 -5.1994
71 H -1.8421 0.9763 -4.6162
72 C -0.0453 -1.5786 6.1090
73 C -0.7271 -1.8805 4.7707
74 C -1.7199 -3.0260 5.0124
75 S -2.2222 -2.9035 6.7342
76 O -1.7519 -4.0703 7.4439
77 O -3.6035 -2.4941 6.8134
78 C -1.1635 -1.5193 7.1451
79 H 0.5153 -0.6459 6.0724
80 H 0.6515 -2.3821 6.3600
81 H -1.2604 -0.9939 4.4266
82 H -0.0041 -2.1399 4.0004
83 H -2.6019 -2.9454 4.3822
84 H -1.2536 -3.9997 4.8733
85 H -0.8160 -1.6221 8.1708
86 H -1.7551 -0.6104 7.0378

Cartesian forces, eV/Å:
N 0.6 0.5 0.3
S -0.8 -1.3 -1.6
O 0.3 0.5 0.6
O -0.5 0.7 1.3
N 0.6 0.1 1.6
S 0.0 0.1 -2.1
O -1.1 0.9 -0.6
O 1.1 1.2 1.1
H -0.1 0.0 0.1
H -0.1 -0.1 -0.2
H -0.1 -0.5 0.0
C 0.0 -0.1 -0.1
C 0.0 0.1 0.0
C 0.4 -0.3 0.0
S 0.2 -0.2 -0.2
O 0.0 0.2 0.1
O 1.0 -0.6 0.9
C 0.2 -0.2 0.2
H 0.0 0.0 0.0
H 0.0 0.0 0.0
H 0.0 0.0 0.0
H 0.0 0.0 0.0
H -0.2 0.0 0.0
H -0.2 0.1 0.0
H -0.1 0.0 -0.1
H -0.1 0.0 0.0
C 0.1 0.1 0.0
C 0.0 0.0 0.0
C 0.1 -0.1 -0.3
S 0.4 -0.2 0.3
O 0.0 0.0 0.1
O 0.1 -0.5 -1.0
C -0.1 -0.2 -0.3
H 0.0 0.0 0.0
H -0.1 -0.1 0.0
H 0.0 0.0 0.0
H 0.0 0.0 0.0
H -0.1 0.1 0.1
H 0.0 0.1 0.1
H 0.0 0.1 0.1
H 0.0 0.1 0.1
C 0.1 0.3 0.2
C 0.0 0.1 0.0
C -0.1 -0.3 0.1
S -0.2 -0.3 -0.1
O -1.0 -0.3 -0.2
O 0.1 0.1 0.0
C -0.3 -0.3 -0.1
H 0.0 0.0 0.0
H 0.0 0.0 0.0
H 0.0 0.0 0.0
H 0.0 0.0 0.0
H 0.1 0.1 0.0
H 0.1 0.1 -0.1
H 0.1 0.1 0.1
H 0.0 0.0 0.0
C -0.1 -0.1 0.0
C 0.1 0.0 0.0
C 0.0 0.2 -0.3
S 0.4 0.4 0.3
O -0.1 -0.2 0.0
O -0.3 -0.4 -0.3
C 0.2 0.2 -0.5
H 0.0 0.0 0.0
H 0.0 0.0 0.0
H 0.0 0.0 0.0
H 0.0 0.0 0.0
H 0.0 -0.1 0.1
H 0.0 -0.1 0.1
H -0.2 0.1 0.1
H 0.0 -0.1 0.1
C 0.0 -0.1 0.0
C 0.0 0.0 0.0
C 0.2 0.1 -0.3
S 0.1 0.3 -0.2
O -0.1 0.0 0.1
O 0.0 -0.2 0.2
C 0.3 0.2 0.0
H 0.0 0.0 0.0
H 0.0 0.0 0.0
H 0.0 0.0 0.0
H 0.0 0.1 -0.1
H -0.1 -0.1 0.1
H 0.0 0.0 0.1
H -0.1 -0.1 0.0
H -0.1 0.0 0.0

## Properties
Kohn-Sham gap   6.692 eV
Total charge   -1
Total energy   -128927.0036 eV
Maximum force   0.0435 hartree/bohr
HOMO   -4.748 eV
Spin multiplicity   1

Density functional theory data (ωB97M-V with the def2-TZVPD basis set) for C20H43N9O4S3V as an isolated structure at a distorted geometry.

CARTESIAN COORDINATES (ANGSTROEM)
1 V 0.0881 -0.5739 -0.3997
2 N -0.9061 -0.1930 1.4732
3 C -2.3336 -0.2261 1.1656
4 C -2.5453 0.5409 -0.1400
5 N -1.6497 0.0989 -1.2220
6 C -1.3242 1.2452 -2.0849
7 C -0.3389 2.2042 -1.3977
8 N 0.5507 1.4817 -0.4724
9 C -2.2293 -0.9820 -2.0350
10 C -2.2411 -2.3193 -1.2958
11 N -0.9021 -2.5638 -0.7411
12 H -0.7013 0.7564 1.7967
13 H -0.7114 -0.8062 2.2640
14 H -2.6604 -1.2643 1.0997
15 H -2.9434 0.2576 1.9423
16 H -3.5945 0.4898 -0.4534
17 H -2.3120 1.5846 0.0796
18 H -0.8736 0.8605 -3.0031
19 H -2.2277 1.8036 -2.3622
20 H 0.2392 2.7018 -2.1798
21 H -0.8836 2.9801 -0.8467
22 H 1.5216 1.6108 -0.7500
23 H 0.4481 1.9210 0.4515
24 H -3.2453 -0.7333 -2.3685
25 H -1.5964 -1.1053 -2.9185
26 H -2.9889 -2.3125 -0.5025
27 H -2.5399 -3.1066 -1.9996
28 H -0.9429 -3.2639 -0.0007
29 H -0.3290 -2.9680 -1.4836
30 C 2.8532 -3.7060 8.6238
31 C 2.1299 -3.5599 7.3035
32 S 3.2065 -2.6745 6.1316
33 O 2.8970 -1.2646 6.1439
34 O 4.5731 -3.0640 6.2599
35 C 2.6510 -3.2022 4.4411
36 C 3.5841 -2.4443 3.5046
37 N 2.9888 -2.2504 2.2003
38 C 2.2838 -1.1736 1.7954
39 N 1.7183 -1.3916 0.6050
40 C 2.1079 -2.6299 0.2148
41 C 2.8907 -3.1830 1.1975
42 N 3.4821 -4.4820 1.1822
43 O 3.4016 -5.0683 0.1290
44 O 3.9796 -4.8925 2.2029
45 C 2.2474 0.0918 2.5652
46 H 2.2121 -4.2016 9.3501
47 H 3.1333 -2.7291 9.0108
48 H 3.7580 -4.2933 8.4888
49 H 1.2313 -2.9547 7.3886
50 H 1.9075 -4.5244 6.8543
51 H 1.6153 -2.8770 4.3573
52 H 2.7415 -4.2789 4.3370
53 H 4.5188 -3.0008 3.4105
54 H 3.7970 -1.4677 3.9450
55 H 1.8622 -3.0736 -0.7331
56 H 3.2626 0.4670 2.7060
57 H 1.8291 -0.0556 3.5608
58 H 1.6747 0.8491 2.0354
59 S 1.8613 -1.0066 -3.2759
60 C 1.0138 -0.8162 -2.0073
61 C 1.5170 5.2865 1.9964
62 N 0.1379 5.7044 2.1338
63 C -0.0134 7.0075 2.7560
64 C -0.8411 4.7989 2.0413
65 S -0.4368 3.1499 2.0571
66 N -2.1310 5.1379 1.9192
67 C -3.1880 4.1868 2.1760
68 C -2.6090 6.3908 1.3699
69 H 2.1253 6.1577 1.7658
70 H 1.6210 4.5626 1.1871
71 H 1.8879 4.8312 2.9193
72 H 0.6813 7.0662 3.5960
73 H -1.0172 7.1424 3.1424
74 H 0.2367 7.7998 2.0490
75 H -2.8170 3.3607 2.7781
76 H -3.5987 3.7948 1.2416
77 H -3.9828 4.6933 2.7215
78 H -1.8072 6.9527 0.8999
79 H -3.0879 7.0101 2.1317
80 H -3.3564 6.1618 0.6059

Cartesian forces, eV/Å:
V 1.2 -0.7 0.2
N 0.0 0.0 0.7
C -0.9 0.2 -0.1
C -0.6 0.0 0.6
N -0.9 0.3 -0.1
C 0.3 0.5 -0.5
C -0.6 0.2 -0.5
N 0.4 -0.1 0.1
C -0.2 -0.7 -0.3
C -0.8 0.2 -0.4
N 0.4 0.1 0.0
H 0.0 -0.1 0.1
H 0.0 0.1 -0.1
H 0.0 0.1 0.0
H 0.1 -0.1 -0.1
H 0.1 0.0 0.0
H 0.0 0.0 0.0
H -0.1 0.0 0.2
H 0.0 -0.2 0.0
H -0.1 0.0 0.2
H 0.2 -0.2 0.0
H -0.1 0.0 0.0
H 0.1 0.2 -0.1
H 0.1 0.0 0.0
H -0.1 0.2 0.0
H 0.2 -0.1 0.0
H 0.0 0.1 0.2
H 0.1 0.1 -0.1
H -0.1 0.0 0.2
C 0.2 0.0 0.1
C 0.5 0.3 -0.4
S -1.0 -0.1 -0.9
O -0.2 0.2 0.3
O 0.4 -0.5 0.2
C 0.3 0.2 1.1
C 0.5 0.0 0.8
N -0.2 0.0 -0.6
C 0.2 -0.1 0.4
N 0.3 0.2 0.6
C 0.8 -1.0 0.2
C -0.9 0.9 -0.7
N -0.1 -0.1 -0.2
O 0.0 -0.2 -0.2
O 0.2 -0.2 0.3
C 0.0 0.0 0.1
H 0.0 0.0 0.0
H 0.0 0.0 0.1
H 0.0 0.0 0.1
H -0.1 0.0 -0.1
H -0.1 -0.1 -0.1
H -0.1 0.0 -0.1
H 0.0 -0.1 0.0
H -0.2 0.3 -0.1
H 0.0 0.0 -0.3
H 0.0 0.0 0.0
H 0.0 0.1 0.0
H -0.1 0.1 0.1
H 0.0 0.0 0.0
S 0.1 -0.1 -0.2
C 0.2 -0.1 -0.6
C 0.5 -0.2 -0.1
N -0.3 0.0 -0.2
C 0.0 0.3 0.1
C 0.0 -0.2 -0.2
S 0.3 -0.9 0.2
N 0.2 0.3 0.2
C -0.2 -0.3 0.2
C -0.1 0.4 -0.1
H 0.0 0.1 0.0
H 0.0 0.2 0.1
H 0.0 0.0 0.0
H 0.0 0.0 0.0
H 0.0 0.0 0.0
H -0.1 0.1 0.1
H -0.1 0.1 -0.1
H 0.0 0.0 0.0
H -0.1 0.0 0.0
H 0.0 0.0 0.0
H 0.0 0.0 0.0
H 0.0 0.0 0.0

## Properties
Kohn-Sham gap (spin up / spin down)   7.837 / 6.398 eV
Total charge   +2
Total energy   -101216.1167 eV
Maximum force   0.0283 hartree/bohr
HOMO (spin up / spin down)   -13.566 / -12.591 eV
Energy above the lowest of the compared OMol25 structures with the same formula, charge and spin   22.0 kcal/mol
Spin multiplicity   2

Density functional theory data (ωB97M-V with the def2-TZVPD basis set) for a 5-piece molecular cluster, C20H43NO7S overall.

CARTESIAN COORDINATES (ANGSTROEM)
1 C -5.7014 -1.0042 -0.6531
2 C -4.9948 -0.4435 -1.8836
3 C -5.3006 1.0379 -2.0836
4 N -4.5910 1.7310 -3.1620
5 O -3.3690 2.3162 -2.7021
6 S -2.0817 1.3139 -2.5500
7 O -1.0105 2.2524 -2.3288
8 O -1.9705 0.8560 -4.1057
9 C -2.1263 -0.5470 -4.3724
10 H -6.7649 -1.1617 -0.8411
11 H -5.2835 -1.9578 -0.3345
12 H -5.6163 -0.3127 0.1890
13 H -3.9156 -0.5942 -1.7975
14 H -5.3186 -0.9932 -2.7739
15 H -6.3657 1.1694 -2.2922
16 H -5.0935 1.5987 -1.1710
17 H -4.3419 1.1152 -3.9309
18 H -1.7825 -1.1480 -3.5284
19 H -1.5149 -0.7614 -5.2444
20 H -3.1667 -0.7933 -4.5872
21 C -3.8921 -4.8716 3.1380
22 C -4.5807 -5.9232 2.2704
23 C -5.6553 -5.0896 1.5835
24 O -5.1103 -3.7795 1.4367
25 C -3.9135 -3.6575 2.2188
26 H -2.8817 -5.1478 3.4376
27 H -4.4783 -4.6844 4.0401
28 H -3.8810 -6.3241 1.5343
29 H -4.9961 -6.7551 2.8378
30 H -6.5631 -5.0391 2.1951
31 H -5.9277 -5.4674 0.5966
32 H -3.0474 -3.6379 1.5553
33 H -3.9507 -2.7101 2.7590
34 C 2.8505 3.7317 -1.2177
35 C 1.7807 2.9782 -0.4292
36 C 2.6353 2.0342 0.4070
37 O 3.8643 2.7196 0.6578
38 C 3.9554 3.8745 -0.1801
39 H 2.5100 4.6921 -1.6017
40 H 3.1934 3.1286 -2.0611
41 H 1.2337 3.6676 0.2176
42 H 1.0586 2.4643 -1.0607
43 H 2.8496 1.1067 -0.1376
44 H 2.1837 1.7727 1.3655
45 H 3.8127 4.7729 0.4299
46 H 4.9567 3.9086 -0.6144
47 C 7.4066 3.5055 1.8839
48 C 7.1061 2.1210 1.3138
49 C 8.0581 2.0736 0.1266
50 O 9.1984 2.8545 0.4910
51 C 8.9118 3.6043 1.6719
52 H 7.1210 3.6177 2.9290
53 H 6.8876 4.2727 1.3047
54 H 7.3702 1.3499 2.0415
55 H 6.0641 1.9906 1.0279
56 H 7.5954 2.5112 -0.7658
57 H 8.3928 1.0653 -0.1217
58 H 9.4568 3.1692 2.5172
59 H 9.2633 4.6270 1.5270
60 C 0.1035 -0.3579 0.4808
61 C 1.0198 -1.5521 0.7373
62 C 0.0574 -2.5368 1.3907
63 O -1.2272 -2.2796 0.8157
64 C -1.1946 -1.0494 0.0938
65 H 0.4612 0.3153 -0.2966
66 H -0.0328 0.2198 1.3975
67 H 1.3924 -1.9541 -0.2072
68 H 1.8746 -1.3178 1.3703
69 H 0.0047 -2.3793 2.4733
70 H 0.3171 -3.5800 1.2058
71 H -1.2223 -1.2609 -0.9822
72 H -2.0830 -0.4676 0.3487

Cartesian forces, eV/Å:
C 0.0 0.0 0.0
C 0.0 0.0 0.0
C 0.0 0.0 0.0
N 0.0 0.0 0.1
O 0.0 0.0 -0.1
S 0.2 0.0 0.1
O 0.0 -0.1 0.0
O -0.2 0.0 -0.1
C 0.1 0.0 0.1
H 0.0 0.1 0.0
H 0.0 0.0 0.0
H 0.0 0.0 0.0
H 0.0 0.0 0.1
H 0.1 0.0 0.0
H 0.0 0.0 0.0
H 0.0 0.0 0.0
H 0.0 0.0 0.0
H 0.0 0.0 0.0
H 0.0 0.0 0.0
H 0.0 0.0 0.0
C 0.0 0.0 0.0
C 0.0 0.0 0.0
C 0.0 0.0 0.0
O 0.0 0.0 0.0
C -0.1 0.0 0.0
H 0.0 0.0 0.0
H 0.0 0.0 0.0
H 0.0 0.0 0.0
H 0.0 0.0 0.0
H 0.0 0.0 0.0
H 0.0 0.0 0.0
H 0.0 0.0 0.0
H 0.0 0.0 0.0
C 0.0 0.0 0.0
C 0.0 0.0 0.0
C 0.0 0.0 0.0
O 0.0 0.0 0.0
C 0.0 0.0 0.0
H 0.0 0.0 0.0
H 0.0 0.0 0.0
H 0.0 0.0 0.0
H 0.0 0.0 0.0
H 0.0 0.0 0.0
H 0.0 0.0 0.0
H 0.0 0.0 0.0
H 0.0 0.0 0.0
C 0.0 0.0 0.0
C 0.0 0.0 0.0
C 0.0 0.0 0.0
O 0.0 0.0 0.0
C 0.0 0.0 0.0
H 0.0 0.0 0.0
H 0.0 0.0 0.0
H 0.0 0.0 0.0
H 0.0 0.0 0.0
H 0.0 0.0 0.0
H 0.0 0.0 0.0
H 0.0 0.0 0.0
H 0.0 0.0 0.0
C 0.0 0.0 0.0
C 0.0 0.0 0.0
C 0.0 0.0 0.0
O 0.1 0.0 0.0
C -0.1 0.0 0.0
H 0.0 0.0 0.0
H 0.0 0.0 0.0
H 0.0 0.0 0.0
H 0.0 0.0 0.0
H 0.0 0.0 0.0
H 0.0 0.0 0.0
H 0.0 0.0 0.0
H 0.0 0.0 0.0

## Properties
Kohn-Sham gap   9.757 eV
Total energy   -48090.9618 eV
Maximum force   0.0050 hartree/bohr
HOMO   -9.218 eV
Spin multiplicity   1